ORCA calculation (ωB97M-V/def2-TZVPD) on C14H18N4O2Pb as an isolated structure.

As for the energy: -1104.716786 hartree. The value obtained for the relative energy (zero: lowest compared OMol25 entry of this formula, charge and spin) is 0.0 kcal/mol.

```
! wB97M-V def2-TZVPD RIJCOSX def2/J DEFGRID3
* xyz 4 1
N 3.481 -1.232 3.463
C 4.044 -1.049 4.464
C 4.772 -0.804 5.701
H 5.108 0.244 5.756
H 5.672 -1.438 5.744
H 4.143 -1.037 6.576
N -1.657 -4.023 -2.303
C -2.345 -4.910 -2.595
C -3.185 -6.025 -2.980
H -2.551 -6.915 -3.092
H -3.670 -5.778 -3.934
H -3.929 -6.185 -2.189
N -0.906 4.153 -2.755
C -1.125 5.300 -2.849
C -1.370 6.735 -2.979
H -2.448 6.931 -2.979
H -0.941 7.098 -3.919
H -0.889 7.278 -2.160
Pb 0.790 -0.013 -0.571
C -1.837 -0.180 -1.201
O -2.945 -0.201 -1.437
C -0.372 -1.949 0.912
O -0.819 -2.744 1.588
C 3.100 -1.004 -0.945
C 3.284 0.395 -0.931
C 2.622 1.206 -1.868
C 1.763 0.624 -2.831
C 1.535 -0.772 -2.818
C 2.207 -1.589 -1.867
H 3.666 -1.634 -0.251
H 4.000 0.859 -0.249
H 2.836 2.274 -1.886
H 1.299 1.249 -3.593
H 0.812 -1.197 -3.527
H 2.026 -2.674 -1.820
N 0.713 1.967 1.202
H 1.514 2.594 1.169
H 0.688 1.563 2.140
H -0.116 2.534 1.018
*
```

Results of the natural (NBO) charge analysis, in e, for atoms 1 through 6: -0.413 0.438 -0.755 0.299 0.302 0.307